1.
C32H29N5O5S2Sn as an isolated structure. Source: the OMol25 dataset; level of theory: wB97M-V/def2-TZVPD.

- Kohn-Sham gap (eV) = 5.123
- molecular weight (g mol⁻¹) = 746.46
- E (hartree) = -2897.52565

Structure (ORCA input):
```
! RIJCOSX wB97M-V def2-TZVPD def2/J DEFGRID3
* xyz -2 1
Sn 0.15824 -0.54827 -1.22963
O 2.27024 0.06923 -0.36693
C 3.41374 -0.49217 -0.47023
C 4.57664 0.32253 -0.46703
C 5.84174 -0.19307 -0.57323
C 6.04054 -1.56907 -0.67573
C 4.94004 -2.39307 -0.66743
C 3.63344 -1.90317 -0.56363
C 2.58924 -2.87257 -0.49443
N 1.32524 -2.65107 -0.52813
N 0.55894 -3.76147 -0.37103
C -0.69716 -3.58247 -0.09023
O -1.31966 -2.48937 0.14617
C -1.46226 -4.84987 -0.00503
C -2.73316 -4.87597 0.56407
C -3.45196 -6.05577 0.62257
C -2.91336 -7.22337 0.10617
C -1.64726 -7.20807 -0.46033
C -0.93136 -6.03087 -0.51973
H 4.42734 1.39293 -0.40833
H 6.69704 0.47523 -0.57673
H 7.04254 -1.97557 -0.75113
H 5.06924 -3.46487 -0.76813
H 2.91354 -3.91317 -0.36283
H -3.14696 -3.95987 0.95877
H -4.44046 -6.07147 1.06987
H -3.47786 -8.14627 0.14147
H -1.22286 -8.12057 -0.86223
H 0.04914 -5.99967 -0.96403
S 1.04344 -1.52377 -3.51293
C 1.19134 -0.16067 -4.58853
C 1.59074 -0.51807 -5.87833
N 1.91384 -0.85987 -6.93353
C 0.95564 1.16523 -4.29143
S 0.37364 1.81603 -2.80263
C 1.16144 2.11073 -5.29943
N 1.32964 2.91403 -6.11233
C -3.43946 1.22213 -0.49183
N -4.17836 0.22303 -1.22543
C -5.52926 -0.04917 -0.79863
C -3.56216 -0.57967 -2.10973
O -2.42116 -0.49017 -2.48613
H -3.97356 2.17653 -0.51463
H -2.46096 1.34433 -0.94993
H -3.28656 0.90783 0.54157
H -5.86016 0.76393 -0.15483
H -5.59676 -0.99097 -0.24423
H -6.20426 -0.10167 -1.65833
H -4.25256 -1.34467 -2.52553
O 0.35104 -1.92827 1.93587
C -0.60826 -1.41487 1.53267
C 0.18014 6.20613 4.87257
C 0.28644 5.19373 3.76857
C -0.01206 3.85873 4.00327
C 0.00644 2.92323 2.98047
C -0.28686 1.48183 3.25247
C 0.35184 3.34723 1.68807
C 0.31384 2.40553 0.55857
O -0.61656 1.65703 0.36597
C 0.70204 4.68223 1.44327
C 1.08024 5.11033 0.05897
C 0.65304 5.59033 2.48757
H 0.23674 5.72873 5.84907
H -0.77406 6.73333 4.80417
H 0.97534 6.94553 4.79897
H -0.26426 3.54453 5.00927
H -0.38406 1.29123 4.32077
H 0.50104 0.85193 2.84397
H -1.19966 1.16443 2.75317
H 1.16494 2.44643 -0.13533
H 0.31024 4.82793 -0.65593
H 1.99144 4.60353 -0.25373
H 1.23844 6.18603 0.00687
H 0.90534 6.62943 2.31447
*
```

2.
C32H29N7O6S2Sn as an isolated structure. Source: the OMol25 dataset; level of theory: wB97M-V/def2-TZVPD.

- Kohn-Sham gap (eV) = 6.497
- molecular weight (g mol⁻¹) = 790.47
- energy above the lowest of the compared OMol25 structures with the same formula, charge and spin (eV) = 1.1511
- E (hartree) = -3082.31644

Structure (ORCA input):
```
! RIJCOSX wB97M-V def2-TZVPD def2/J DEFGRID3
* xyz 0 1
Sn -0.57928 -0.78986 0.23159
O -2.55001 -4.43065 5.05510
C -2.14285 -3.69447 4.00582
C -2.94244 -3.50320 2.87580
C -2.44829 -2.71602 1.85846
N -1.24858 -2.17569 1.93876
C -0.46488 -2.35119 2.98846
C -0.87716 -3.10725 4.06292
C 0.90122 -1.67124 2.89836
O 1.65056 -1.75297 3.85343
O 1.10970 -1.08545 1.77760
C -3.23432 -2.38863 0.59479
O -4.33125 -2.89159 0.45241
O -2.64234 -1.57698 -0.20912
H -3.43519 -4.77479 4.89726
H -3.92791 -3.94018 2.77863
H -0.23575 -3.23444 4.92273
C -1.28331 5.63352 0.17089
C -2.23622 4.90054 1.11128
N -1.69110 3.67427 1.69084
C -1.14474 3.74009 3.04797
C 0.34625 4.06300 3.06940
C -1.73048 2.54916 0.95837
S -1.43818 1.03621 1.80197
N -2.14081 2.63772 -0.27425
C -1.93010 1.79113 -1.27608
O -0.98963 0.96257 -1.32143
C -2.78453 1.96458 -2.47605
C -2.91688 0.89363 -3.35769
C -3.64706 1.03841 -4.52407
C -4.24611 2.25532 -4.82003
C -4.10956 3.32643 -3.94765
C -3.38805 3.18252 -2.77445
H -1.80429 6.47842 -0.28076
H -0.95305 4.96159 -0.61981
H -0.41743 6.01903 0.70901
H -3.13703 4.62772 0.56008
H -2.52052 5.55179 1.93771
H -1.31031 2.79041 3.54705
H -1.70024 4.50316 3.59288
H 0.90526 3.29155 2.54165
H 0.69938 4.10051 4.09988
H 0.55131 5.02924 2.60790
H -2.44691 -0.04694 -3.10373
H -3.74344 0.20608 -5.20866
H -4.81839 2.37220 -5.73114
H -4.56099 4.27988 -4.18974
H -3.26704 4.01580 -2.09532
S 0.31851 -2.85063 -0.96637
C 1.97558 -2.26984 -1.13145
N 3.00250 -3.05870 -1.20644
N 2.83358 -4.33631 -1.02313
C 3.90788 -5.21673 -0.87514
C 3.64653 -6.51942 -0.45623
C 4.69716 -7.39231 -0.23362
C 6.00428 -6.97831 -0.44072
C 6.25940 -5.68715 -0.88290
C 5.21876 -4.80224 -1.10173
N 2.27824 -0.95451 -1.22801
N 1.54205 -0.06674 -0.81200
C 1.77903 1.27355 -1.11609
C 2.19196 1.65403 -2.39218
C 2.27752 2.99650 -2.70982
C 1.98270 3.96144 -1.75595
C 1.63405 3.57575 -0.46737
C 1.51581 2.23732 -0.14813
H 1.89654 -4.68637 -0.84799
H 2.62185 -6.83309 -0.29354
H 4.49517 -8.39681 0.11321
H 6.82504 -7.65717 -0.25165
H 7.27833 -5.36560 -1.05174
H 5.39549 -3.78993 -1.43517
H 2.39494 0.88315 -3.12358
H 2.56985 3.29096 -3.70909
H 2.02417 5.01159 -2.01337
H 1.44785 4.32926 0.28665
H 1.23821 1.90337 0.84453
*
```

3.
C32H30BHfIN6O3S as an isolated structure. Source: the OMol25 dataset; level of theory: wB97M-V/def2-TZVPD.

- Kohn-Sham gap (eV) = 6.125
- molecular weight (g mol⁻¹) = 894.90
- energy above the lowest of the compared OMol25 structures with the same formula, charge and spin (eV) = 1.9717
- E (hartree) = -2560.04909

Structure (ORCA input):
```
! RIJCOSX wB97M-V def2-TZVPD def2/J DEFGRID3
* xyz 2 1
Hf -0.40182 0.02449 0.15923
C 3.22762 -2.61974 1.40304
C 1.82215 -2.73996 1.79553
N 1.35202 -3.75898 2.42584
C 0.45351 -3.72169 3.34146
C 0.13564 -2.45391 4.00540
C -0.54853 -2.53484 5.33814
O -1.10453 -1.28485 5.67073
C 0.31345 -1.40125 3.19222
C -0.17669 -0.03787 3.43310
N -0.57014 0.72118 2.47693
C -0.91053 2.06072 2.85457
C -1.75548 2.30651 3.93027
C -2.09498 3.60932 4.26422
C -1.59816 4.67212 3.53016
C -0.74656 4.44426 2.45444
C -0.41820 3.14257 2.13060
I 0.92097 2.78676 0.55344
C 0.85504 -1.56166 1.68426
O 1.41505 -0.44640 1.20115
H 3.78916 -3.52255 1.62433
H 3.65410 -1.76471 1.93755
H 3.28057 -2.36911 0.34006
H -0.09902 -4.63066 3.56150
H 0.19489 -2.85472 6.07862
H -1.31401 -3.31853 5.28702
H -1.50785 -1.33767 6.54471
H -0.12697 0.34544 4.44683
H -2.16965 1.46989 4.48056
H -2.75948 3.79118 5.09771
H -1.86779 5.68727 3.78694
H -0.34961 5.27177 1.88356
B -1.51603 1.24963 -2.25997
N -2.33403 1.97201 -1.18956
C -3.36647 2.81173 -1.23192
C -3.96143 2.84601 0.02125
C -3.20939 1.97215 0.78911
N -2.21619 1.44211 0.06148
N -2.05103 -0.20322 -2.36413
C -2.84781 -0.86282 -3.20146
C -3.01664 -2.15873 -2.72653
C -2.27568 -2.20778 -1.55516
N -1.69696 -1.02036 -1.33797
H -1.45276 1.82399 -3.29946
H -0.37846 1.11005 -1.75315
H -3.62548 3.32297 -2.14465
H -4.81806 3.41906 0.32765
H -3.34066 1.70867 1.82448
H -3.23520 -0.38633 -4.08699
H -3.59636 -2.94825 -3.17002
H -2.12009 -3.02058 -0.86475
O -0.33876 -1.82684 1.00287
S 1.57665 -0.87704 -1.60315
C 1.10068 -1.54219 -3.18681
C 0.41006 -0.86413 -4.18420
C 0.09985 -1.52556 -5.36331
C 0.45130 -2.85482 -5.54198
C 1.12679 -3.53475 -4.53825
C 1.45823 -2.87856 -3.36479
C 2.69983 0.50953 -1.86050
C 2.64301 1.33056 -2.98122
C 3.53170 2.38979 -3.10032
C 4.46441 2.64028 -2.10519
C 4.51132 1.82110 -0.98659
C 3.63873 0.75319 -0.86170
H 0.10167 0.16089 -4.05879
H -0.42199 -0.99416 -6.14850
H 0.20388 -3.35813 -6.46684
H 1.41029 -4.56957 -4.67310
H 2.00841 -3.39523 -2.58885
H 1.93750 1.14635 -3.77426
H 3.49317 3.01781 -3.98013
H 5.15614 3.46553 -2.20437
H 5.23510 2.00664 -0.20462
H 3.66658 0.13463 0.02218
*
```

4.
C32H30BrF5HfN5O5S3 as an isolated structure. Source: the OMol25 dataset; level of theory: wB97M-V/def2-TZVPD.

- Kohn-Sham gap (eV) = 6.240
- molecular weight (g mol⁻¹) = 1014.21
- energy above the lowest of the compared OMol25 structures with the same formula, charge and spin (eV) = 1.6021
- E (hartree) = -6203.66456

Structure (ORCA input):
```
! RIJCOSX wB97M-V def2-TZVPD def2/J DEFGRID3
* xyz -1 1
Hf -0.21585 -0.78015 0.58720
C -2.55041 -1.91089 -5.02070
S -2.62023 -0.53262 -3.86264
C -2.76853 -1.32852 -2.27684
S -3.00084 -2.96991 -2.06417
N -2.80476 -0.41916 -1.30503
N -2.43243 -0.72796 -0.07021
C -3.27735 -0.49176 0.87863
C -3.01694 -1.15122 2.13885
C -4.03304 -1.42149 3.04887
C -3.79648 -2.33329 4.05840
C -2.54745 -2.93187 4.14939
C -1.56493 -2.54296 3.25848
N -1.78164 -1.66011 2.28866
H -2.63862 -1.48153 -6.02126
H -3.37245 -2.58911 -4.81134
H -1.60152 -2.43041 -4.90725
H -4.25391 -0.08534 0.64173
H -4.99950 -0.95164 2.91554
H -4.58708 -2.59856 4.74907
H -2.33517 -3.69140 4.88914
H -0.56593 -2.95247 3.31449
C 3.42807 1.32945 1.33557
C 3.09633 0.68387 0.03948
N 1.95511 0.12085 -0.29133
C 2.09743 -0.31776 -1.58569
C 3.33965 -0.01380 -2.04633
N 3.94777 0.62875 -1.00558
C 4.04873 -0.17615 -3.33428
O 3.43021 -0.87504 -4.25332
O 5.13932 0.33023 -3.48468
C 1.01722 -1.13739 -2.17396
O 1.15308 -1.65611 -3.27771
O 0.00701 -1.27859 -1.38814
H 3.55394 0.57880 2.11474
H 2.60930 1.98020 1.64093
H 4.34334 1.91691 1.24451
H 4.89983 0.95570 -1.05228
H 2.54106 -1.20851 -3.92158
C 0.39189 2.49434 4.10528
C -1.04367 2.65617 3.58579
C -1.85753 1.38853 3.72160
C -1.00183 3.25996 2.18361
C -1.23594 4.63161 2.22361
C -1.18374 5.43292 1.10701
C -0.84384 4.83205 -0.08182
C -0.56308 3.47120 -0.20460
C -0.07742 3.14487 -1.61844
C -0.62309 1.88252 -2.24896
C 1.45506 3.18579 -1.64809
C -0.66559 2.61329 0.94206
O -0.41312 1.27090 0.87245
H 0.42416 1.89701 5.02174
H 0.83128 3.47748 4.30120
H 1.00202 1.98550 3.36407
H -1.53544 3.40475 4.21041
H -1.43262 0.62540 3.10797
H -2.89310 1.55931 3.41370
H -1.85843 1.03499 4.75773
H -1.46181 5.08224 3.18491
H -1.39108 6.49567 1.15735
H -0.76783 5.44600 -0.97418
H -0.42186 3.96816 -2.24566
H -0.30685 1.01185 -1.70683
H -0.27583 1.78418 -3.28047
H -1.71182 1.89076 -2.26148
H 1.86206 2.51362 -0.89855
H 1.81269 4.19506 -1.42447
H 1.83330 2.89193 -2.63187
Br 1.22226 -0.94002 2.73108
F 3.93696 -5.00222 -3.25750
C 2.95787 -4.68932 -2.40639
C 3.14738 -3.71767 -1.44638
F 4.32046 -3.07732 -1.36000
C 2.11159 -3.42832 -0.58734
F 2.26677 -2.47641 0.33794
C 0.86610 -4.05069 -0.61458
S -0.36843 -3.57837 0.50660
C 0.72866 -5.04632 -1.57679
F -0.40025 -5.74605 -1.65754
C 1.74591 -5.34953 -2.46127
F 1.57545 -6.30488 -3.38222
*
```

5.
C32H30BrNSb2Se2Te2W as an isolated structure. Source: the OMol25 dataset; level of theory: wB97M-V/def2-TZVPD.

- Kohn-Sham gap (alpha / beta) (eV) = 5.010 / 5.001
- molecular weight (g mol⁻¹) = 1348.98
- energy above the lowest of the compared OMol25 structures with the same formula, charge and spin (eV) = 0.0000
- E (hartree) = -9752.05382

Structure (ORCA input):
```
! RIJCOSX wB97M-V def2-TZVPD def2/J DEFGRID3
* xyz 2 1
W -1.45581 1.07188 -1.72833
C 0.57530 0.08840 2.90913
C 1.85905 0.71238 2.41566
C 2.38150 0.17206 1.09395
Sb 1.22641 0.90934 -0.58838
C 2.76993 1.17612 -1.97824
C 3.51517 0.04957 -2.32591
C 4.57704 0.16950 -3.21077
C 4.90155 1.41174 -3.73752
C 4.16796 2.53555 -3.38325
C 3.09781 2.42301 -2.50654
C 0.74406 2.79543 0.26761
C 1.66454 3.80234 0.53634
C 1.22731 5.05211 0.96252
C -0.12800 5.31060 1.11947
C -1.06090 4.31688 0.85128
C -0.61141 3.07639 0.42604
Sb -1.09101 -0.57929 1.67201
C -2.64784 -0.54174 3.09944
C -2.73210 0.51782 3.99615
C -3.78647 0.57597 4.89878
C -4.73899 -0.43052 4.91451
C -4.65150 -1.49073 4.02031
C -3.61248 -1.54627 3.10531
C -0.65273 -2.60091 1.30996
C 0.01171 -2.97178 0.14171
C 0.35546 -4.29858 -0.06289
C 0.04244 -5.25206 0.89818
C -0.60833 -4.88053 2.06490
C -0.95442 -3.55173 2.28029
H 0.08164 0.66820 3.68538
H 0.73285 -0.93701 3.26064
H 2.59133 0.50459 3.20477
H 1.76030 1.79486 2.36625
H 2.42225 -0.91881 1.09073
H 3.38089 0.54589 0.86995
H 3.27775 -0.92660 -1.91406
H 5.15165 -0.70501 -3.48512
H 5.73342 1.50584 -4.42244
H 4.42919 3.50396 -3.78842
H 2.53491 3.30806 -2.23663
H 2.72731 3.62605 0.41165
H 1.95071 5.82992 1.16821
H -0.45796 6.28724 1.44654
H -2.12012 4.50567 0.96996
H -1.38786 2.30433 0.28111
H -2.00000 1.31845 3.99753
H -3.85889 1.40566 5.58885
H -5.55598 -0.38922 5.62195
H -5.39692 -2.27444 4.03370
H -3.57212 -2.36404 2.39484
H 0.25082 -2.23294 -0.61743
H 0.87044 -4.59091 -0.96895
H 0.31188 -6.28727 0.73802
H -0.84706 -5.62342 2.81401
H -1.45679 -3.27454 3.19886
Se -2.81547 -0.25166 -0.10504
Te -3.38302 0.91683 -3.70070
Te -3.60435 2.94483 -2.03747
Se -0.25453 2.54176 -2.92266
Br 1.64571 -1.31368 -6.12409
C 0.32159 -1.59527 -4.82846
C -0.41785 -2.76541 -4.78782
C -1.35002 -2.89733 -3.77342
C -1.53251 -1.87266 -2.86855
N -0.83640 -0.71518 -2.91989
C 0.08378 -0.59907 -3.90205
H -0.26392 -3.54594 -5.52054
H -1.94908 -3.79195 -3.67890
H -2.24795 -1.97032 -2.06852
H 0.66513 0.30760 -3.93351
*
```

6.
C32H30Cl2N8O2PbS2 as an isolated structure. Source: the OMol25 dataset; level of theory: wB97M-V/def2-TZVPD.

- expectation value of S² = 0.779
- Kohn-Sham gap (alpha / beta) (eV) = 4.104 / 6.103
- molecular weight (g mol⁻¹) = 900.89
- energy above the lowest of the compared OMol25 structures with the same formula, charge and spin (eV) = 0.0000
- E (hartree) = -3735.65801

Structure (ORCA input):
```
! RIJCOSX wB97M-V def2-TZVPD def2/J DEFGRID3
* xyz -1 2
Pb -0.82029 -0.38947 0.15077
C -0.46137 1.88028 -4.23082
C 0.74411 2.56917 -4.33161
C 1.57597 2.63215 -3.23472
C 1.17897 2.02323 -2.04001
N 0.02510 1.37475 -1.94676
C -0.76751 1.30083 -3.01653
N 1.61811 2.49225 0.32435
C 0.39127 2.72894 0.84914
N -0.73391 1.96151 0.82514
C -1.70173 2.56953 1.56401
N -2.94697 2.20393 1.83564
C -3.63591 1.18981 1.29799
C -4.97220 1.03043 1.77555
C -5.81108 0.11371 1.22042
C -5.34852 -0.70691 0.17453
C -4.04274 -0.56082 -0.19852
N -3.19036 0.33815 0.33342
C -1.15489 3.79748 2.12448
C -1.69977 4.77446 2.95002
C -0.88958 5.82985 3.32872
C 0.44824 5.90711 2.89661
C 0.99130 4.93732 2.07645
C 0.16968 3.87832 1.68988
H -1.14668 1.80276 -5.06357
H 1.03092 3.04484 -5.26159
H 2.53561 3.12884 -3.26448
H -1.69363 0.75100 -2.87976
H -5.28319 1.69001 2.57301
H -6.82527 0.01147 1.58872
H -5.97149 -1.45337 -0.29498
H -3.61693 -1.20895 -0.95914
H -2.72656 4.69518 3.28237
H -1.28390 6.60692 3.97227
H 1.06033 6.74112 3.21810
H 2.02070 4.98232 1.74528
S -1.80324 -3.20529 0.68596
C -1.88946 -3.44178 -1.02539
C -2.58714 -4.54150 -1.58589
C -2.64423 -4.70549 -2.94539
C -2.02156 -3.77218 -3.77955
C -1.37606 -2.71913 -3.16646
N -1.29623 -2.54708 -1.84493
H -3.06391 -5.23898 -0.91048
H -3.17346 -5.55129 -3.36982
H -2.04863 -3.85892 -4.85698
H -0.88730 -1.95457 -3.76447
C 3.22212 -3.48672 0.35977
C 1.78444 -2.99892 0.06572
N 1.83689 -1.59215 -0.31410
C 2.59570 -0.85112 0.70104
C 4.08483 -1.18442 0.56796
N 4.16411 -2.46498 -0.22620
C 3.79086 -2.19762 -1.65707
C 2.44411 -1.44801 -1.62746
H 3.45590 -4.44761 -0.09807
H 3.43229 -3.52749 1.42772
H 1.15940 -3.11605 0.95220
H 1.32270 -3.56370 -0.74477
H 2.21347 -1.14167 1.67802
H 2.47142 0.22462 0.56537
H 4.56738 -1.36622 1.52757
H 4.62097 -0.41959 0.00322
H 5.11593 -2.81960 -0.18771
H 3.74046 -3.16973 -2.14828
H 4.58501 -1.59670 -2.09971
H 1.77071 -1.84346 -2.38786
H 2.62741 -0.38710 -1.81641
S 3.76966 1.96118 -1.13380
C 2.06790 2.12982 -0.82820
Cl 2.37991 -0.59306 5.30012
C 0.73772 -0.30179 4.64957
Cl 0.42531 1.43809 4.55094
C 0.50468 -1.05252 3.30806
O 1.05091 -2.15011 3.19405
O -0.26498 -0.46051 2.52099
H 0.04817 -0.70478 5.38637
*
```

Q: Look up the molecular weight of the first one.
A: 746.46 g mol⁻¹

Q: The highest molecular weight belongs to which entry?
A: C32H30BrNSb2Se2Te2W

Q: Which value of molecular weight does entry 3 give?
A: 894.90 g mol⁻¹